Density functional theory data (ωB97M-V/def2-TZVPD) for one molecule with the formula C2H5N3OS in a non-equilibrium geometry.

The geometry in XYZ format:
```
12
Properties=species:S:1:pos:R:3
H 0.037 -0.029 2.213
H -0.147 1.394 1.230
N -0.353 0.464 1.474
H -0.367 1.008 -1.425
H -2.150 0.754 -1.374
C -1.246 0.935 -0.816
O -1.512 -1.468 0.551
H 1.185 -2.040 -1.022
N 2.483 0.606 0.124
S -0.762 -0.306 0.102
C 1.895 -0.249 -0.360
N 0.937 -1.070 -0.695
```

As for the SMILES: C=[S@@](N)(=O)NC#N. As for the LUMO energy: -0.6 eV.

***

Density functional theory data (ωB97M-V/def2-TZVPD) for one molecule with the formula C2H5N3OS in a non-equilibrium geometry.

The geometry in XYZ format:
```
12
Properties=species:S:1:pos:R:3
N 2.051 -0.777 -0.351
S -1.724 0.190 -0.680
H 2.376 -0.097 -1.057
H -0.424 -0.586 3.058
H -1.611 -0.722 0.294
C 0.931 -0.333 0.229
N -0.525 -0.242 2.103
O 0.561 1.185 -1.593
H 2.755 -1.168 0.287
C 0.050 0.470 -0.791
N 0.596 -0.628 1.422
H -0.733 0.759 2.188
```

As for the SMILES: N/N=C(/N)C(=O)S. As for the LUMO energy: 0.6 eV.

***

Density functional theory data (ωB97M-V/def2-TZVPD) for one molecule with the formula C2H5N3OS in a non-equilibrium geometry.

The geometry in XYZ format:
```
12
Properties=species:S:1:pos:R:3
H -1.914 -1.301 -0.880
N 1.970 0.265 0.692
N -1.347 -0.824 -0.214
H 0.541 -1.441 -1.055
H 0.308 -1.827 0.660
N -0.236 1.086 0.646
H 2.482 1.114 0.852
C 0.139 -1.081 -0.108
C 0.750 0.150 0.491
O -1.030 1.078 -1.850
S -1.502 0.922 -0.478
H -0.160 1.859 1.245
```

As for the expectation value of S²: 2.01. As for the LUMO energy (spin up / spin down): 0.8 / -3.3 eV. As for the spin multiplicity: 3.

***

Density functional theory data (ωB97M-V/def2-TZVPD) for one molecule with the formula C2H5N3S2 in a non-equilibrium geometry.

The geometry in XYZ format:
```
12
Properties=species:S:1:pos:R:3
H 0.390 -0.514 -2.208
N -0.962 -0.985 -0.786
C 0.576 0.671 1.153
N 0.668 2.060 1.599
H -0.242 2.869 1.369
H -2.063 -1.492 -0.511
N 1.473 -0.175 1.095
S -0.921 0.562 -0.116
C -0.449 -1.275 -1.970
H 1.228 2.156 2.503
H 1.093 -1.328 0.778
S -0.792 -2.550 -2.906
```

As for the SMILES: [H]/N=C(/N)SNC=S. As for the LUMO energy: 0.1 eV.

***

Density functional theory data (ωB97M-V/def2-TZVPD) for one molecule with the formula C2H5N3S2 in a non-equilibrium geometry.

The geometry in XYZ format:
```
12
Properties=species:S:1:pos:R:3
N 1.448 -0.042 0.556
C -0.827 0.733 0.630
H -1.486 1.470 0.685
S 0.743 -1.485 0.141
H -1.744 -0.508 -1.648
N -1.245 -0.556 0.282
S 2.775 0.553 -0.501
H 1.090 1.825 0.989
C 0.503 0.986 0.763
H 3.501 -0.635 -0.426
H -2.601 -1.624 -0.723
N -2.156 -0.717 -0.747
```

As for the SMILES: NN1C=CN(S)S1. As for the LUMO energy: -0.3 eV.

***

Density functional theory data (ωB97M-V/def2-TZVPD) for an isolated ion of composition C2H5N4O3S and charge -1 in a non-equilibrium geometry.

The geometry in XYZ format:
```
15
Properties=species:S:1:pos:R:3
O -2.193 -0.604 0.357
N -0.056 -0.939 -1.091
C 0.279 0.084 -0.102
H 2.017 0.716 -1.264
O -1.875 1.338 -1.104
N 0.152 -1.979 0.820
S -1.548 0.656 0.162
H -0.681 -2.032 1.434
N 0.722 -0.674 1.026
C 1.130 1.188 -0.697
H 1.634 1.806 0.072
H 0.449 1.735 -1.359
O -1.569 1.506 1.352
H 1.700 -0.740 0.933
N -0.161 -2.060 -0.539
```

Its net charge is -1. As for the SMILES: C[C@@]1(S(=O)(=O)[O-])N=NNN1. As for the LUMO energy: 3.9 eV.

***

Density functional theory data (ωB97M-V/def2-TZVPD) for an isolated ion of composition C2H5N5 and charge +2 in a non-equilibrium geometry.

The geometry in XYZ format:
```
12
Properties=species:S:1:pos:R:3
H -1.837 0.672 0.094
H 0.434 -2.795 -0.126
N -0.188 -1.884 -0.061
C -1.035 1.365 0.006
N 2.268 0.421 0.030
N 1.888 -0.784 -0.028
H -1.070 1.727 -0.992
N 0.173 0.731 0.079
N 1.358 1.294 0.130
C 0.520 -0.812 0.099
H -1.326 2.322 0.630
H -1.184 -2.257 0.138
```

Its net charge is +2. As for the LUMO energy (spin up / spin down): -15.1 / -15.1 eV.

***

Density functional theory data (ωB97M-V/def2-TZVPD) for one molecule with the formula C2H5N5O in a non-equilibrium geometry.

The geometry in XYZ format:
```
13
Properties=species:S:1:pos:R:3
H 0.761 -3.260 0.138
H 0.818 3.043 -1.331
N -0.660 0.497 -0.140
C 0.670 1.940 -0.964
H -0.505 0.610 1.870
N 1.358 0.911 -1.169
N -1.233 0.545 1.112
H -0.708 -2.417 0.141
H -2.036 0.064 1.356
C 0.669 -0.145 -0.696
N 0.330 -2.337 0.434
O -0.518 1.885 -0.373
N 1.053 -1.335 -0.379
```

As for the SMILES: N/N=c1/ncon1N. As for the LUMO energy: 0.9 eV.

***

Density functional theory data (ωB97M-V/def2-TZVPD) for one molecule with the formula C2H5N5O in a non-equilibrium geometry.

The geometry in XYZ format:
```
13
Properties=species:S:1:pos:R:3
N -0.022 -0.343 1.842
N 0.426 -0.146 0.494
N -0.121 -0.927 -0.445
C 0.251 1.197 -0.039
N -0.115 1.055 -1.402
H -0.574 0.452 2.110
H 0.449 -2.534 0.331
H -1.086 -2.234 0.497
C -0.242 -0.232 -1.604
H -0.415 -0.662 -2.580
O 0.236 2.204 0.649
H 0.864 -0.337 2.331
N -0.336 -2.226 -0.208
```

As for the SMILES: Nn1cnc(=O)n1N. As for the LUMO energy: 0.6 eV.

***

Density functional theory data (ωB97M-V/def2-TZVPD) for one molecule with the formula C2H5N5O in a non-equilibrium geometry.

The geometry in XYZ format:
```
13
Properties=species:S:1:pos:R:3
N -1.048 -1.537 -0.098
H 2.919 -0.773 0.657
H -1.154 1.656 0.570
N 1.735 0.525 -0.103
N -2.176 -0.742 -0.187
C 0.437 0.549 -0.273
C 0.050 -0.954 -0.270
H 0.553 2.484 -0.163
H -2.974 -0.745 0.729
N -0.343 1.753 -0.171
N 2.326 -0.756 -0.109
O 1.280 -1.665 -0.167
H -1.604 0.207 -0.415
```

As for the SMILES: N/N=c1/o[nH]nc1N. As for the LUMO energy: 0.6 eV.

***

Density functional theory data (ωB97M-V/def2-TZVPD) for one molecule with the formula C2H5N5O in a non-equilibrium geometry.

The geometry in XYZ format:
```
13
Properties=species:S:1:pos:R:3
C 0.112 -0.651 -0.044
H -2.563 0.122 0.878
H 1.546 -2.199 0.310
N -2.118 -0.175 -0.164
N 2.581 -0.286 0.176
N -1.036 -1.176 0.243
H -1.278 1.067 -0.369
H -2.753 -0.614 -0.746
O -0.471 1.661 0.187
C 1.836 0.888 -0.118
N 1.418 -1.245 -0.224
H 2.241 1.878 0.204
N 0.484 0.729 -0.332
```

As for the SMILES: N/N=c1/[nH]ncn1O. As for the LUMO energy: 0.7 eV.

***

Density functional theory data (ωB97M-V/def2-TZVPD) for an isolated ion of composition C2H5N6 and charge +1 in a non-equilibrium geometry.

The geometry in XYZ format:
```
13
Properties=species:S:1:pos:R:3
H -1.840 0.906 0.663
N -0.102 -0.118 0.121
H -0.266 -2.913 0.195
N -1.518 0.064 -0.016
N 2.028 -0.752 -0.091
C 1.049 1.136 0.096
N 0.615 -2.472 -0.164
H -2.061 -0.700 0.321
H -1.809 0.304 -1.002
H 0.122 3.014 -0.229
C 0.720 -1.231 0.015
N 2.249 0.428 0.070
N 0.813 2.334 0.022
```

Its net charge is +1. As for the SMILES: [H]/N=C1N=N/C(=N/[H])N/1[NH3+]. As for the LUMO energy: -5.4 eV.

***

Record order is preserved below.
Total energy: -19503.2953, -19506.8219, -19501.8220, -28292.0344, -28291.5236, -25092.6298, -9578.5537, -11647.8249, -11650.4856, -11646.5746, -11647.1111, -11083.1502 eV
Record order is preserved below.
Energy relative to the best compared isomer or geometry (same formula, charge and spin): 130.41, 49.08, 60.32, 106.84, 118.62, 4.36, 137.02, 108.84, 47.48, 137.68, 125.30, 35.95 kcal per mole